1.
The following is a DFT calculation (ωB97M-V/def2-TZVPD) of a cluster of 2 separate species, C2H7NO in total.

Geometry as XYZ:
```
11
Properties=species:S:1:pos:R:3:forces:R:3
O 2.723323 0.103009 -0.779336 -1.53 -0.07 0.48
H 2.798532 0.176032 -1.738917 -0.04 -0.09 0.20
C -1.014999 0.314107 -0.073918 -2.35 -0.71 0.69
C -1.614447 -0.910518 0.134357 2.40 1.47 -1.04
N 0.315623 0.495662 0.494928 -0.70 -1.55 0.42
H -1.526517 1.195448 -0.492815 0.16 -0.14 1.19
H -0.994319 -1.769657 -0.156115 0.12 -0.02 1.52
H -2.518710 -1.028013 0.676757 -1.59 -0.11 -1.20
H 0.193580 0.033672 1.437185 0.86 1.18 -1.23
H 1.013011 -0.079950 -0.064392 2.38 0.58 -0.77
H 0.624921 1.470210 0.562263 0.27 -0.54 -0.27
```
Forces are in eV/Å.

Properties
HOMO-LUMO gap in eV: 5.97
Energy relative to the best compared isomer or geometry (same formula, charge and spin) in eV: 5.077
Energy in hartree: -210.2122
Maximum force in eV/Å: 3.00
Multiplicity: 1

natural (NBO) charges, unit e, in atom order: atom 1 (O): -1.312, atom 2 (H): 0.421, atom 3 (C): -0.002, atom 4 (C): -0.430, atom 5 (N): -0.750, atom 6 (H): 0.216, atom 7 (H): 0.223, atom 8 (H): 0.230, atom 9 (H): 0.438, atom 10 (H): 0.510, atom 11 (H): 0.457

2.
The following is a DFT calculation (ωB97M-V/def2-TZVPD) of a structure of composition C3HLaO2.

Geometry as XYZ:
```
7
Properties=species:S:1:pos:R:3:forces:R:3
O -0.876171 1.241208 -0.082646 -1.65 1.19 -1.74
O -0.575192 -0.491015 -1.400669 -1.76 1.01 -1.93
C -0.281707 0.157112 -0.352756 0.74 -1.01 1.20
La -2.391153 1.273413 -2.314205 3.33 -1.82 3.14
C 1.317275 -0.993080 1.424302 1.14 2.23 -0.04
C 0.684543 -0.391557 0.582445 -1.20 -0.30 -0.60
H 2.122406 -0.796080 2.143529 -0.61 -1.30 -0.03
```
Forces are in eV/Å.

Properties
HOMO-LUMO gap in eV: 5.66
Energy relative to the best compared isomer or geometry (same formula, charge and spin) in eV: 0.000
Energy in hartree: -296.1898
Maximum force in eV/Å: 4.93
Total charge: +2
Multiplicity: 1

Löwdin charges, unit e, in atom order: atom 1 (O): -0.109, atom 2 (O): -0.112, atom 3 (C): -0.684, atom 4 (La): 2.549, atom 5 (C): 0.227, atom 6 (C): 0.027, atom 7 (H): 0.102

3.
The following is a DFT calculation (ωB97M-V/def2-TZVPD) of a structure of composition C47H40N8O3PY.

Geometry as XYZ:
```
100
Properties=species:S:1:pos:R:3:forces:R:3
Y -0.005693 0.386349 0.201601 0.04 -0.30 -0.46
C 1.198476 6.059297 -3.131232 0.04 0.00 -0.01
C 2.548898 5.707174 -2.964862 -0.01 -0.01 0.01
C 2.922770 4.691645 -2.105484 -0.03 0.00 -0.01
C 1.912990 4.020249 -1.422286 0.04 0.02 0.00
C 1.935266 2.915349 -0.478598 0.02 0.06 0.02
N 3.062669 2.385592 -0.003496 -0.07 0.02 -0.06
C 3.090751 1.397905 0.862619 0.04 0.03 0.02
C 4.306548 0.977095 1.558635 0.03 0.01 -0.08
C 5.619161 1.423029 1.500678 0.00 -0.03 0.01
C 6.541496 0.799518 2.325003 -0.01 0.00 0.00
C 6.160241 -0.233102 3.191390 0.00 0.01 -0.01
C 4.846450 -0.666948 3.255511 0.02 0.01 -0.01
C 3.926900 -0.048223 2.420348 0.07 -0.08 0.04
C 2.489702 -0.231917 2.232286 -0.14 0.13 -0.11
N 1.780232 -1.110321 2.925668 -0.02 -0.12 0.03
C 0.459525 -1.113869 2.959547 0.04 0.09 0.03
N -0.384491 -0.203712 2.401894 0.00 -0.28 0.10
C -1.661519 -0.497939 2.786458 -0.19 0.09 -0.01
N -2.758706 0.179609 2.511127 0.06 -0.12 0.04
C -2.778534 1.245453 1.714960 0.01 0.03 -0.04
N -1.771622 1.706573 0.937360 -0.14 0.17 0.01
C -2.198013 2.820006 0.271869 -0.09 -0.06 0.12
N -1.502020 3.584110 -0.546529 0.13 0.06 -0.09
C -0.191454 3.474607 -0.734527 -0.08 -0.04 0.09
N 0.660567 2.593747 -0.131678 0.07 0.16 -0.14
C 0.569593 4.369546 -1.587810 0.03 0.05 -0.04
C 0.196284 5.403969 -2.441745 0.01 0.00 0.00
C -3.589960 3.081314 0.625765 0.05 0.02 -0.05
C -4.484897 4.071056 0.240100 -0.02 -0.03 0.02
C -5.755323 4.032591 0.788198 0.02 0.01 -0.01
C -6.120329 3.038312 1.706980 0.01 -0.02 0.01
C -5.223833 2.059462 2.098810 -0.03 0.03 -0.01
C -3.952412 2.091580 1.539341 -0.06 -0.04 0.06
C -1.651884 -1.713333 3.601155 0.00 -0.03 0.05
C -2.666923 -2.455304 4.187412 -0.01 0.02 -0.01
C -2.306633 -3.608304 4.865972 0.05 -0.02 0.01
C -0.966292 -4.004095 4.964026 -0.03 0.01 -0.01
C 0.046491 -3.254366 4.388291 0.00 0.02 0.00
C -0.318774 -2.105282 3.703516 -0.01 -0.03 0.02
N 2.042766 0.629100 1.286156 0.19 -0.03 0.22
H 0.940989 6.861599 -3.810790 0.02 0.00 0.00
H 3.310266 6.242815 -3.517207 -0.03 0.02 -0.02
H 3.960081 4.416857 -1.966304 0.00 0.00 0.00
H 5.903498 2.226268 0.834472 -0.01 0.00 0.00
H 7.575868 1.117726 2.303260 0.01 -0.01 0.01
H 6.905445 -0.696541 3.824954 0.02 0.01 -0.01
H 4.544790 -1.457418 3.929574 -0.03 0.00 -0.01
H -0.843709 5.678478 -2.560857 0.00 -0.02 0.02
H -4.190395 4.839066 -0.462578 0.00 0.00 0.00
H -6.480317 4.785260 0.506131 -0.01 -0.01 0.01
H -7.120728 3.038357 2.120236 -0.01 0.03 -0.01
H -5.499809 1.296355 2.814229 0.03 -0.02 0.00
H -3.699445 -2.140322 4.109389 0.00 0.00 0.00
H -3.073217 -4.216307 5.329010 0.01 -0.01 0.01
H -0.717364 -4.912960 5.496405 -0.03 -0.01 0.01
H 1.084537 -3.551817 4.455734 0.00 0.00 0.00
C 2.875867 -6.006821 0.861406 -0.03 0.02 0.00
O 1.474744 -6.211400 0.946827 0.01 -0.01 0.01
C 0.671045 -5.160628 0.677034 0.01 -0.02 0.00
C -0.712702 -5.424196 0.799368 -0.01 0.03 0.00
C -1.592098 -4.417514 0.547441 0.00 0.02 0.00
C -1.176359 -3.111405 0.182224 -0.09 0.03 0.01
C -2.163300 -2.107277 -0.104842 -0.06 0.04 0.03
C -3.630251 -2.463298 -0.090433 0.01 0.01 -0.01
O -1.892990 -0.915489 -0.366082 0.07 0.02 0.03
C 0.224722 -2.846774 0.084953 0.14 0.01 0.06
O 0.715052 -1.685429 -0.190403 -0.01 0.05 0.01
C 1.126499 -3.915469 0.316035 -0.01 0.00 0.03
H 3.334738 -6.957091 1.117587 0.00 0.00 0.00
H 3.201661 -5.238279 1.566029 0.01 0.00 0.00
H 3.168234 -5.718335 -0.150645 0.01 0.00 0.00
H -1.036706 -6.412072 1.093324 0.01 -0.01 0.00
H -2.649991 -4.618863 0.645317 0.01 -0.03 0.00
H -3.850864 -3.308107 -0.742511 -0.01 0.00 0.01
H -4.197680 -1.591773 -0.405844 0.00 0.00 0.00
H -3.931072 -2.729792 0.925078 -0.01 0.00 0.00
H 2.177846 -3.681214 0.239424 0.00 0.01 -0.01
C -2.182704 1.477837 -4.718532 -0.02 -0.01 0.05
C -1.824084 1.333969 -3.241280 0.04 0.02 -0.02
P -0.234361 0.496812 -2.836074 -0.04 0.05 0.05
C 0.966199 1.332425 -3.948985 0.07 0.01 0.06
C 2.427643 1.072838 -3.575843 -0.03 0.00 -0.04
C -0.480158 -1.165356 -3.574702 0.00 -0.02 0.00
C 0.761939 -2.055033 -3.582558 -0.02 -0.02 0.01
H -3.145339 1.980727 -4.821459 0.00 0.00 -0.01
H -2.262892 0.513432 -5.220581 0.00 0.00 0.00
H -1.442079 2.076878 -5.249126 0.00 -0.01 -0.01
H -2.597567 0.781748 -2.699064 -0.01 0.00 0.00
H -1.776321 2.321491 -2.774708 -0.01 -0.01 0.01
H 0.759099 2.404800 -3.870330 -0.02 0.00 -0.02
H 0.767866 1.036807 -4.982581 0.00 0.02 -0.01
H 2.633402 1.381699 -2.550728 0.00 0.00 0.01
H 3.094225 1.637563 -4.229213 0.00 0.00 0.00
H 2.687418 0.018558 -3.662073 0.01 0.00 0.01
H -0.870830 -1.049426 -4.588607 -0.01 -0.04 0.01
H -1.264238 -1.631440 -2.971298 -0.01 0.01 -0.02
H 1.498424 -1.705553 -4.306084 0.00 0.01 0.00
H 0.489965 -3.074699 -3.859671 0.01 0.01 -0.01
H 1.229049 -2.089788 -2.597877 0.01 0.01 0.01
```
Forces are in eV/Å.

Properties
HOMO-LUMO gap (spin up / spin down) in eV: 4.89 / 4.94
Energy relative to the best compared isomer or geometry (same formula, charge and spin) in eV: 0.000
Energy in hartree: -2858.7959
Maximum force in eV/Å: 0.55
Multiplicity: 1

Löwdin population analysis, charges in e, atoms 1 to 99: atom 1 (Y): 1.407, atom 2 (C): -0.080, atom 3 (C): -0.079, atom 4 (C): -0.015, atom 5 (C): -0.122, atom 6 (C): -0.301, atom 7 (N): 0.203, atom 8 (C): -0.268, atom 9 (C): -0.103, atom 10 (C): -0.011, atom 11 (C): -0.077, atom 12 (C): -0.079, atom 13 (C): -0.012, atom 14 (C): -0.103, atom 15 (C): -0.264, atom 16 (N): 0.215, atom 17 (C): -0.273, atom 18 (N): 0.061, atom 19 (C): -0.279, atom 20 (N): 0.212, atom 21 (C): -0.273, atom 22 (N): 0.055, atom 23 (C): -0.276, atom 24 (N): 0.196, atom 25 (C): -0.307, atom 26 (N): 0.037, atom 27 (C): -0.120, atom 28 (C): -0.017, atom 29 (C): -0.103, atom 30 (C): -0.014, atom 31 (C): -0.080, atom 32 (C): -0.081, atom 33 (C): -0.014, atom 34 (C): -0.104, atom 35 (C): -0.107, atom 36 (C): -0.014, atom 37 (C): -0.075, atom 38 (C): -0.073, atom 39 (C): -0.006, atom 40 (C): -0.103, atom 41 (N): 0.060, atom 42 (H): 0.100, atom 43 (H): 0.100, atom 44 (H): 0.113, atom 45 (H): 0.112, atom 46 (H): 0.101, atom 47 (H): 0.100, atom 48 (H): 0.112, atom 49 (H): 0.112, atom 50 (H): 0.111, atom 51 (H): 0.100, atom 52 (H): 0.100, atom 53 (H): 0.111, atom 54 (H): 0.112, atom 55 (H): 0.101, atom 56 (H): 0.101, atom 57 (H): 0.114, atom 58 (C): -0.073, atom 59 (O): -0.068, atom 60 (C): -0.277, atom 61 (C): -0.007, atom 62 (C): -0.025, atom 63 (C): -0.106, atom 64 (C): -0.367, atom 65 (C): 0.001, atom 66 (O): -0.113, atom 67 (C): -0.339, atom 68 (O): -0.203, atom 69 (C): 0.055, atom 70 (H): 0.092, atom 71 (H): 0.096, atom 72 (H): 0.096, atom 73 (H): 0.116, atom 74 (H): 0.108, atom 75 (H): 0.089, atom 76 (H): 0.087, atom 77 (H): 0.090, atom 78 (H): 0.113, atom 79 (C): -0.143, atom 80 (C): -0.400, atom 81 (P): 0.939, atom 82 (C): -0.391, atom 83 (C): -0.139, atom 84 (C): -0.391, atom 85 (C): -0.143, atom 86 (H): 0.072, atom 87 (H): 0.059, atom 88 (H): 0.064, atom 89 (H): 0.076, atom 90 (H): 0.055, atom 91 (H): 0.074, atom 92 (H): 0.082, atom 93 (H): 0.045, atom 94 (H): 0.075, atom 95 (H): 0.053, atom 96 (H): 0.071, atom 97 (H): 0.071, atom 98 (H): 0.059, atom 99 (H): 0.074

4.
The following is a DFT calculation (ωB97M-V/def2-TZVPD) of the ion C5H13N2 with charge +2.

Geometry as XYZ:
```
20
Properties=species:S:1:pos:R:3:forces:R:3
C 1.096091 -2.008356 1.884932 0.08 -0.70 0.87
C -0.025619 -1.921641 0.887946 1.27 -1.36 0.84
C 0.095913 -0.885677 -0.368484 -0.27 -0.48 -0.39
C 0.192692 0.585694 -0.022425 -1.16 -0.48 -0.96
N -0.214455 2.830202 -1.969050 -1.44 -0.92 -0.27
C -1.195246 2.207484 -1.379143 -0.36 -0.77 1.67
N -1.075975 1.254031 -0.442205 1.48 -0.05 0.84
H 1.314857 -3.040695 2.170196 0.06 -0.09 -0.65
H 2.042075 -1.546311 1.564469 -0.09 0.07 -0.22
H 0.961022 -1.594222 2.888358 -0.52 0.77 -0.15
H -0.242509 -2.911025 0.491795 -0.03 0.13 -0.31
H -0.949635 -1.527458 1.384952 -0.17 0.79 -0.40
H 1.021483 -1.488973 -0.619389 -0.01 0.51 0.26
H -0.602517 -1.178280 -1.150829 -0.27 0.37 0.12
H 0.996622 1.055354 -0.579680 0.58 -0.19 0.40
H 0.327288 0.620065 1.056137 0.28 0.76 0.03
H 0.721143 2.496731 -1.839158 0.54 0.43 -0.22
H -0.466440 3.409349 -2.757304 0.42 0.29 -0.17
H -2.255570 2.384570 -1.527185 0.20 0.95 -0.57
H -1.741220 1.259151 0.326073 -0.62 -0.02 -0.72
```
Forces are in eV/Å.

Properties
HOMO-LUMO gap (spin up / spin down) in eV: 12.12 / 6.00
Energy relative to the best compared isomer or geometry (same formula, charge and spin) in eV: 3.499
Energy in hartree: -307.0377
Maximum force in eV/Å: 2.04
Total charge: +2
Multiplicity: 2

natural (NBO) charges, unit e, in atom order: atom 1 (C): -0.694, atom 2 (C): -0.290, atom 3 (C): -0.250, atom 4 (C): -0.278, atom 5 (N): -0.661, atom 6 (C): 0.418, atom 7 (N): -0.549, atom 8 (H): 0.289, atom 9 (H): 0.297, atom 10 (H): 0.299, atom 11 (H): 0.280, atom 12 (H): 0.374, atom 13 (H): 0.372, atom 14 (H): 0.277, atom 15 (H): 0.249, atom 16 (H): 0.265, atom 17 (H): 0.426, atom 18 (H): 0.466, atom 19 (H): 0.263, atom 20 (H): 0.446